No. 1
Below is C21H21N10O2RhS as an isolated structure, with properties calculated with wB97M-V/def2-TZVPD.

For the LUMO energy, the calculation gives 0.009 Eh. The energy relative to the best compared isomer or geometry (same formula, charge and spin) comes out at 0.071 eV. The calculation puts the highest occupied orbital energy at -7.82 eV.

Geometry as ORCA input:
```
! wB97M-V def2-TZVPD RIJCOSX def2/J DEFGRID3
* xyz 0 1
Rh -0.027 0.163 -0.431
N -2.055 -2.222 -3.062
C -1.286 -1.679 -2.112
O -0.945 -0.485 -2.199
C -0.856 -2.508 -0.936
C 0.345 -1.816 -0.288
H -2.354 -1.655 -3.837
H -2.310 -3.192 -3.031
H -0.656 -3.535 -1.257
H -1.715 -2.541 -0.259
H 1.249 -2.047 -0.855
H 0.508 -2.142 0.740
O 0.823 0.667 1.304
N 1.882 1.488 1.163
C 2.181 2.248 2.237
C 3.288 3.047 2.235
C 4.097 3.062 1.094
C 3.754 2.303 0.006
C 2.601 1.502 0.019
S 2.063 0.579 -1.324
H 1.475 2.160 3.049
H 3.506 3.654 3.100
H 4.980 3.686 1.061
H 4.342 2.314 -0.901
C -1.336 -0.683 2.835
C -2.237 -0.211 1.752
N -1.918 -0.034 0.482
C -3.046 0.429 -0.165
C -4.059 0.521 0.727
N -3.537 0.109 1.934
C -4.255 0.130 3.190
N -5.431 -0.697 3.115
N -6.664 -0.140 3.132
N -7.547 -1.050 2.986
C -6.903 -2.264 2.852
C -7.412 -3.552 2.665
C -6.502 -4.576 2.554
C -5.112 -4.338 2.626
C -4.597 -3.076 2.811
C -5.530 -2.042 2.928
H -0.342 -0.837 2.431
H -1.693 -1.618 3.272
H -1.275 0.076 3.617
H -3.022 0.693 -1.208
H -5.079 0.849 0.632
H -4.565 1.144 3.427
H -3.589 -0.218 3.976
H -8.478 -3.723 2.610
H -6.850 -5.590 2.409
H -4.434 -5.177 2.533
H -3.531 -2.901 2.864
N -0.569 2.354 -0.468
C -0.898 2.967 0.467
N -1.260 3.665 1.498
C -1.752 2.981 2.510
N -2.180 2.423 3.436
*
```



No. 2
Below is a 2-piece molecular cluster, C8H13ClFNO5PS2 overall, with properties calculated with wB97M-V/def2-TZVPD.

For the LUMO energy, the calculation gives 0.081 Eh. The calculation puts the highest occupied orbital energy at -4.65 eV.

Geometry as ORCA input:
```
! wB97M-V def2-TZVPD RIJCOSX def2/J DEFGRID3
* xyz -1 1
O -0.017 4.402 5.467
C 0.158 3.307 5.029
F 0.365 2.198 5.831
C 0.168 3.013 3.461
N 1.472 2.389 3.168
C 1.430 1.406 2.074
Cl 3.126 1.414 1.343
P 0.272 1.841 0.645
S 0.561 3.609 -0.128
C 1.144 -0.099 2.588
O 0.117 -0.318 3.260
O 2.035 -1.000 2.295
H 0.134 4.009 2.947
H -0.716 2.354 3.274
H 2.222 3.067 3.056
H 0.410 0.770 -0.289
H -1.060 1.759 1.145
C -0.786 -2.899 -4.149
C -1.580 -3.301 -2.902
C -0.905 -2.642 -1.696
S -0.117 -1.156 -2.312
O 1.309 -1.303 -2.181
O -0.820 0.001 -1.808
C -0.555 -1.398 -4.027
H -1.319 -3.149 -5.068
H 0.173 -3.425 -4.161
H -2.608 -2.937 -2.993
H -1.626 -4.384 -2.784
H -1.627 -2.374 -0.926
H -0.131 -3.281 -1.271
H 0.244 -1.031 -4.669
H -1.475 -0.842 -4.218
*
```



No. 3
Below is one molecule with the formula C8H13N, with properties calculated with wB97M-V/def2-TZVPD.

For the LUMO energy, the calculation gives 0.039 Eh. The energy relative to the best compared isomer or geometry (same formula, charge and spin) comes out at 7.079 eV. The calculation puts the highest occupied orbital energy at -7.85 eV.

Geometry as ORCA input:
```
! wB97M-V def2-TZVPD RIJCOSX def2/J DEFGRID3
* xyz 0 1
C 2.523 0.974 0.060
C 1.044 1.331 0.166
C 0.296 1.208 1.355
C 0.088 0.194 0.227
C -0.577 -1.937 -0.339
C -1.764 -1.010 -0.231
C -2.538 0.090 -0.883
C -1.159 0.258 -0.772
H 2.924 0.994 -0.952
H 3.158 1.699 0.584
H 3.049 -0.025 0.437
H 1.004 2.073 -0.856
H -0.590 1.774 1.812
H 0.746 0.826 2.199
H 1.191 -1.681 0.878
H -0.606 -2.779 0.397
H -0.376 -2.446 -1.345
H -1.988 -0.996 0.857
H -3.237 0.067 -1.860
H -3.148 0.550 -0.072
H -0.619 -0.026 -1.749
N 0.581 -1.140 0.086
*
```



No. 4
Below is a 2-piece molecular cluster, C7H11N6 overall, with properties calculated with wB97M-V/def2-TZVPD.

For the LUMO energy (spin up / spin down), the calculation gives -0.133 / -0.133 Eh. The energy relative to the best compared isomer or geometry (same formula, charge and spin) comes out at 3.103 eV. The calculation puts the highest occupied orbital energy (spin up / spin down) at -11.73 / -11.72 eV.

Geometry as ORCA input:
```
! wB97M-V def2-TZVPD RIJCOSX def2/J DEFGRID3
* xyz 1 1
C 2.237 -1.216 -0.104
C 3.622 -0.957 -0.084
C 1.604 0.002 -0.096
C -0.350 1.484 -0.538
C -1.671 1.623 -0.703
C -2.184 -0.654 -0.266
C 0.169 0.194 -0.003
N 3.841 0.337 -0.066
N 2.649 0.930 -0.114
N -2.587 0.581 -0.611
N -0.839 -0.812 -0.225
N -2.970 -1.742 -0.154
N -0.246 0.599 2.077
H 1.673 -2.094 -0.041
H 4.545 -1.495 -0.051
H 0.221 2.324 -0.621
H -2.212 2.604 -0.954
H 2.492 1.911 -0.326
H -3.499 0.863 -0.963
H -0.356 -1.690 -0.144
H -3.906 -1.636 -0.596
H -2.649 -2.659 -0.063
H 0.050 1.568 2.153
H 0.366 -0.063 2.493
*
```



Number 1: E_tot -2019.62563 Ha. Number 2: E_tot -2441.43457 Ha. Number 3: E_tot -367.11698 Ha. Number 4: E_tot -601.52985 Ha.